This record from the OMol25 dataset describes a molecular structure, C20H34AsBN8S5Zn in a non-equilibrium geometry. The level of theory is the ωB97M-V functional and the def2-TZVPD basis.

ΔE to the lowest compared entry with this formula, charge and spin, kcal per mole: 42.2
Net charge: -2
Orbital gap, eV: 4.320
Total energy, Ha: -7251.668864

Cartesian coordinates (Å):
Zn (-0.505682, 0.318653, 0.021043)
C (-1.247462, 0.325738, -3.224299)
C (-0.230017, -0.681539, -2.795552)
C (0.442836, -1.629087, -3.560899)
C (1.249362, -2.310088, -2.641792)
C (2.161276, -3.475354, -2.876405)
N (1.094399, -1.806322, -1.422420)
N (0.177898, -0.797461, -1.525209)
B (2.205093, -1.536938, 0.864090)
N (2.682728, -0.338660, 0.246397)
N (2.041988, 0.862723, 0.376395)
C (2.801153, 1.749099, -0.206313)
C (2.433922, 3.196481, -0.196594)
C (3.981134, 1.136908, -0.733423)
C (3.862649, -0.188417, -0.437654)
C (4.761878, -1.332209, -0.762679)
N (1.090781, -1.585122, 1.772278)
N (0.138432, -0.595556, 1.866814)
C (-0.592485, -0.852896, 2.917718)
C (-1.708180, 0.034640, 3.342355)
C (-0.134273, -2.053800, 3.541071)
C (0.907363, -2.497221, 2.788988)
C (1.749651, -3.711971, 2.971142)
H (-1.399727, 0.257505, -4.303415)
H (-2.204274, 0.171530, -2.721371)
H (-0.944724, 1.343557, -2.973399)
H (0.346543, -1.799450, -4.623211)
H (2.512068, -3.490421, -3.911106)
H (3.032289, -3.426352, -2.219661)
H (1.659668, -4.427214, -2.676280)
H (2.910782, -2.492298, 0.818773)
H (1.362088, 3.318328, -0.041030)
H (2.954538, 3.707577, 0.617139)
H (2.718116, 3.673943, -1.135481)
H (4.781924, 1.611342, -1.277244)
H (5.560336, -0.984518, -1.417724)
H (5.215226, -1.762901, 0.131671)
H (4.212252, -2.123520, -1.271800)
H (-1.563893, 1.064427, 3.015299)
H (-2.646164, -0.276256, 2.876124)
H (-1.809372, 0.005016, 4.429077)
H (-0.542886, -2.521148, 4.421710)
H (1.428984, -4.230728, 3.874343)
H (1.634627, -4.382268, 2.121055)
H (2.808039, -3.469988, 3.069789)
S (-3.850178, 2.719378, 2.032671)
As (-3.133260, 2.039402, 0.127171)
S (-2.874563, -0.171761, 0.116143)
S (-0.961978, 2.584861, -0.101905)
S (-4.251879, 2.696567, -1.567650)
C (-2.794723, -4.974065, -0.062250)
N (-1.868880, -6.087156, 0.116254)
C (-2.330541, -7.009490, 1.146179)
C (-0.512995, -5.788335, 0.085888)
S (0.042608, -4.248451, 0.004782)
N (0.294862, -6.919396, 0.090672)
C (-0.073734, -8.026986, -0.782332)
C (1.728986, -6.716630, 0.115201)
H (-3.789388, -5.391342, -0.225740)
H (-2.506742, -4.372007, -0.918961)
H (-2.814235, -4.312951, 0.809267)
H (-2.556585, -6.463227, 2.070178)
H (-1.573324, -7.755773, 1.366379)
H (-3.241287, -7.513768, 0.816639)
H (-1.150884, -8.111044, -0.864585)
H (0.327829, -8.963263, -0.388120)
H (0.338596, -7.873753, -1.788188)
H (1.989987, -5.917949, 0.800875)
H (2.111238, -6.436261, -0.873900)
H (2.202388, -7.646965, 0.434819)

Forces on atoms 1 to 6 (eV/Å):
Zn -0.562 0.238 -0.062
C 0.005 0.006 -0.017
C -0.018 0.067 0.013
C -0.009 -0.136 0.011
C 0.215 -0.218 -0.065
C -0.010 0.009 -0.080


This record from the OMol25 dataset describes a molecular structure, C20H34AsN4OS6Se2SnTe2 in a non-equilibrium geometry. The level of theory is the ωB97M-V functional and the def2-TZVPD basis.

Net charge: -1
Orbital gap, eV: 4.983
Total energy, Ha: -11255.097275

Cartesian coordinates (Å):
Sn (0.106793, -0.348875, 0.214015)
S (-0.776522, 3.326048, 3.085228)
As (0.745614, 2.153374, 2.330927)
S (0.458660, -0.038815, 2.674678)
S (0.609769, 2.147843, 0.126288)
S (2.687777, 2.729900, 2.868676)
Se (-1.986428, -2.739825, -0.749203)
Te (-0.325662, -2.204512, -2.510778)
Te (-0.000366, -4.291478, -0.787093)
Se (1.468566, -3.902941, 1.049737)
C (-4.872847, 5.440874, -1.829538)
C (-3.409732, 5.686174, -2.185192)
C (-2.462622, 4.716563, -1.475032)
N (-2.510080, 3.378887, -2.057492)
C (-3.037008, 2.331818, -1.418278)
S (-4.034809, 2.392358, -0.106078)
N (-2.806942, 1.035663, -1.925971)
C (-2.203908, 0.498746, -3.004325)
O (-2.343579, -0.718051, -3.211278)
C (-1.320315, 1.263786, -3.931694)
C (-0.086233, 1.722954, -3.477064)
C (0.823975, 2.264390, -4.372607)
C (0.515561, 2.329987, -5.722092)
C (-0.709290, 1.858584, -6.177093)
C (-1.623105, 1.317342, -5.289102)
H (-5.520062, 6.165767, -2.327226)
H (-5.015192, 5.523498, -0.752628)
H (-5.185631, 4.440722, -2.129127)
H (-3.132172, 6.703352, -1.897918)
H (-3.264379, 5.596425, -3.266494)
H (-2.723352, 4.633053, -0.419601)
H (-1.431583, 5.067145, -1.539157)
H (-1.825402, 3.193347, -2.771744)
H (-3.302975, 0.361356, -1.354497)
H (0.164013, 1.676435, -2.425089)
H (1.778448, 2.617966, -4.004875)
H (1.231799, 2.736271, -6.424530)
H (-0.940915, 1.892720, -7.233712)
H (-2.572983, 0.937972, -5.643221)
C (7.315514, 2.116992, -0.648685)
C (6.627209, 1.016714, -1.453661)
C (5.210305, 1.375943, -1.900905)
C (4.266425, 1.773735, -0.763764)
N (4.337694, 0.857118, 0.362484)
C (3.555628, -0.197307, 0.525076)
S (2.504336, -0.757651, -0.744939)
N (3.581884, -0.921904, 1.622788)
C (4.444100, -0.724964, 2.776491)
C (5.897735, -1.141632, 2.517507)
C (6.111328, -2.640532, 2.277735)
C (5.660327, -3.151473, 0.906881)
H (8.341532, 1.829073, -0.415036)
H (6.793704, 2.305072, 0.289876)
H (7.347461, 3.046204, -1.221133)
H (6.594191, 0.101093, -0.857948)
H (7.225434, 0.806375, -2.345088)
H (4.780443, 0.515903, -2.420660)
H (5.253871, 2.210742, -2.607575)
H (3.245222, 1.802741, -1.141565)
H (4.495918, 2.765220, -0.375651)
H (4.637939, 1.290089, 1.231821)
H (2.915750, -1.678475, 1.669025)
H (4.020788, -1.322613, 3.583865)
H (4.404936, 0.323283, 3.081285)
H (6.472235, -0.847669, 3.400000)
H (6.292747, -0.579562, 1.665713)
H (5.592520, -3.207861, 3.056201)
H (7.181747, -2.841742, 2.380197)
H (4.576893, -3.187712, 0.820690)
H (6.032239, -4.166139, 0.754179)
H (6.058467, -2.522585, 0.107971)

Forces on atoms 1 to 6 (eV/Å):
Sn 0.031 1.257 1.045
S -0.507 0.148 0.290
As 0.148 0.226 0.156
S 0.028 -0.266 -0.087
S -0.213 -0.094 -0.701
S 0.721 -0.069 0.100


This record from the OMol25 dataset describes a molecular structure, C20H34BBrF16GaNO3P in a non-equilibrium geometry. The level of theory is the ωB97M-V functional and the def2-TZVPD basis.

Net charge: -1
Orbital gap, eV: 5.071
Total energy, Ha: -7525.855936

Cartesian coordinates (Å):
C (-0.507551, -0.036054, -1.391033)
C (1.001362, -0.269004, -0.948954)
C (1.472273, -1.706554, -1.415370)
Ga (2.261267, -2.927545, 0.048309)
C (1.161333, -4.695962, 0.013706)
C (-0.296699, -4.600300, 0.584520)
C (-1.218166, -3.570704, -0.139799)
Br (-0.365446, -4.327647, 2.563497)
B (4.216251, -3.457385, -0.587729)
N (5.440079, -2.597824, -0.316494)
O (4.381365, -4.697586, -1.273859)
P (2.395364, -1.952379, 2.179007)
C (3.533929, -2.979989, 3.312480)
C (3.369401, -4.520371, 3.116619)
C (3.237514, -0.269403, 2.167717)
C (2.934358, 0.417367, 3.582410)
H (-1.127925, -0.417543, -0.544913)
H (-0.759036, -0.560678, -2.332411)
H (-0.715148, 1.061036, -1.431414)
H (1.038245, -0.111697, 0.140750)
H (1.619475, 0.469821, -1.521986)
H (2.199320, -1.644577, -2.264087)
H (0.566474, -2.197824, -1.853500)
H (1.706279, -5.516363, 0.541729)
H (1.067164, -4.967604, -1.067635)
H (-0.768483, -5.603207, 0.433464)
H (-2.276824, -3.895076, 0.028767)
H (-1.119386, -2.575336, 0.344609)
H (-1.079935, -3.540365, -1.236794)
H (5.127550, -1.651081, -0.524610)
H (5.615962, -2.694236, 0.683664)
H (5.248794, -5.073172, -1.062534)
H (3.388916, -2.650053, 4.368865)
H (4.587222, -2.672836, 3.059602)
H (3.523122, -4.844872, 2.067394)
H (4.168701, -5.033321, 3.711679)
H (2.391000, -4.821292, 3.534015)
H (4.358029, -0.336838, 2.129026)
H (2.880170, 0.419223, 1.379396)
H (3.807666, 0.355269, 4.269130)
H (2.128920, -0.185777, 4.071511)
H (2.531067, 1.442125, 3.470578)
C (0.580574, 4.136246, -1.564307)
C (0.896691, 5.649518, -1.680180)
C (2.348430, 6.102158, -1.479517)
F (2.830883, 5.831061, -0.260937)
F (2.432092, 7.450207, -1.631359)
F (0.068593, 6.332407, -0.859528)
F (0.556422, 6.011446, -2.951733)
O (0.034523, 3.626465, -0.338308)
C (0.869727, 3.245350, 0.722509)
C (0.654901, 4.102651, 1.975012)
F (0.867860, 5.410836, 1.734187)
F (1.514490, 3.734018, 2.948976)
F (2.146341, 3.208488, 0.317333)
F (0.538962, 1.978458, 1.009466)
H (-0.225166, 3.964410, -2.280147)
H (1.405521, 3.516705, -1.918512)
H (3.003810, 5.640572, -2.222075)
H (-0.365790, 3.990543, 2.345850)
C (-6.939432, 1.646275, -1.333871)
C (-5.666403, 2.522295, -1.199075)
C (-4.681961, 2.556313, -2.375474)
F (-4.146093, 1.363580, -2.658366)
F (-3.647563, 3.380353, -2.079404)
F (-5.031390, 2.189419, -0.057512)
F (-6.106940, 3.802918, -1.031499)
O (-6.959583, 0.343082, -0.726316)
C (-6.459146, -0.778774, -1.403619)
C (-5.246537, -1.394089, -0.697605)
F (-4.246868, -0.509645, -0.569865)
F (-4.767816, -2.435944, -1.411980)
F (-6.229363, -0.483566, -2.690478)
F (-7.454947, -1.687595, -1.405624)
H (-7.708282, 2.186722, -0.779302)
H (-7.306768, 1.612054, -2.360051)
H (-5.168316, 2.940174, -3.276178)
H (-5.515427, -1.747497, 0.300171)

Forces on atoms 1 to 6 (eV/Å):
C 0.624 0.445 1.362
C -0.682 -0.478 -1.883
C -0.588 0.463 0.157
Ga 0.318 -0.607 -1.130
C -0.584 0.477 0.914
C 0.192 -1.057 -1.787